# 1
34
Properties=species:S:1:pos:R:3 method="wB97M-V/def2-TZVPD" charge=+1 e_lumo_ev="-3.80 / -3.80" homo_energy_ev="-12.63 / -12.63" orbital_gap_ha="0.325 / 0.325" de_lowest_kj_mol=35.1
C -3.73 0.47 -0.88
C -4.10 -1.05 0.54
C 1.59 0.38 1.81
C 1.82 1.37 -1.47
C 0.53 -2.97 -0.45
C -2.36 2.01 0.73
C 0.22 -0.30 1.51
C 0.30 1.28 -1.11
C 0.95 -1.64 -1.06
C -3.00 0.80 0.24
O -1.56 -0.78 -0.60
O -4.43 -0.68 -0.67
O -3.39 -0.18 1.18
P -0.16 -0.32 -0.27
H -4.07 1.07 -1.71
H -4.50 -1.87 1.05
H 1.56 1.40 1.99
H 1.97 -0.24 2.69
H 2.43 0.16 1.01
H 2.24 2.42 -1.63
H 2.63 0.77 -0.82
H 1.86 0.84 -2.42
H 0.37 -2.81 0.62
H -0.52 -3.22 -0.90
H 1.17 -3.77 -0.60
H -2.99 2.74 1.06
H -1.80 2.37 -0.09
H -1.73 1.78 1.49
H -0.65 0.18 2.02
H 0.17 -1.43 1.93
H -0.35 1.33 -1.95
H 0.13 2.17 -0.56
H 0.99 -1.74 -2.13
H 1.99 -1.58 -0.75

---

# 2
34
Properties=species:S:1:pos:R:3 method="wB97M-V/def2-TZVPD" e_lumo_ev=0.81 homo_energy_ev=-9.23 orbital_gap_ha=0.369 de_lowest_kj_mol=285.0 smiles=C#C[SiH2]O.C1CCOC1.C1CCOC1
C 2.47 -0.43 0.01
C 1.35 0.00 0.05
Si -0.39 0.59 0.12
O -1.43 -0.67 0.50
H 3.51 -0.47 -0.05
H -0.81 1.14 -1.17
H -0.56 1.63 1.15
H -2.17 -0.58 -0.11
C -2.28 0.44 -5.59
C -3.45 -0.27 -4.92
C -2.94 -0.42 -3.50
O -2.09 0.71 -3.25
C -1.81 1.38 -4.49
H -2.56 0.97 -6.50
H -1.49 -0.27 -5.84
H -4.34 0.36 -4.94
H -3.70 -1.23 -5.38
H -2.35 -1.33 -3.37
H -3.74 -0.43 -2.76
H -2.37 2.32 -4.50
H -0.75 1.60 -4.54
C 2.94 -0.57 5.48
C 2.30 -1.44 4.40
C 1.44 -0.43 3.66
O 2.12 0.83 3.77
C 3.16 0.74 4.73
H 3.86 -0.98 5.89
H 2.24 -0.42 6.30
H 3.07 -1.83 3.74
H 1.73 -2.28 4.79
H 0.46 -0.33 4.13
H 1.31 -0.68 2.61
H 4.12 0.74 4.20
H 3.13 1.61 5.38

---

# 3
41
Properties=species:S:1:pos:R:3 method="wB97M-V/def2-TZVPD" charge=+2 e_lumo_ev="-9.47 / -9.47" homo_energy_ev="-14.07 / -14.06" orbital_gap_ha="0.169 / 0.169"
Au -0.30 0.64 0.12
N -0.29 0.85 -2.29
C -1.70 0.86 -2.74
C -2.51 -0.23 -2.04
N -2.58 0.03 -0.59
H 0.21 1.67 -2.61
H 0.20 0.04 -2.63
H -1.77 0.71 -3.82
H -2.13 1.84 -2.51
H -2.02 -1.19 -2.19
H -3.50 -0.28 -2.50
H -2.99 -0.75 -0.09
H -3.17 0.84 -0.40
C 1.06 5.43 -0.70
S 0.59 6.03 0.95
C 0.64 4.68 1.99
C 0.16 3.32 1.81
S -0.86 2.85 0.55
S 0.42 2.28 3.15
C 0.98 3.46 4.28
S 1.38 3.15 5.79
S 1.17 5.04 3.55
H 0.62 6.15 -1.40
H 0.66 4.44 -0.90
H 2.14 5.45 -0.77
C 2.42 -4.68 -0.84
C 2.15 -3.45 0.04
S 0.68 -2.60 -0.52
O 0.81 -1.19 0.11
C -0.59 -3.49 0.41
C -0.58 -3.24 1.91
H 3.26 -5.23 -0.43
H 2.67 -4.39 -1.86
H 1.57 -5.36 -0.87
H 2.93 -2.70 -0.04
H 2.02 -3.71 1.09
H -0.43 -4.54 0.15
H -1.52 -3.17 -0.06
H 0.26 -3.71 2.41
H -1.49 -3.66 2.34
H -0.56 -2.18 2.14

---

# 4
39
Properties=species:S:1:pos:R:3 method="wB97M-V/def2-TZVPD" charge=+1 e_lumo_ev=-4.71 homo_energy_ev=-10.62 orbital_gap_ha=0.217
C -2.39 -6.54 1.47
C -1.71 -5.33 0.87
C -2.51 -3.94 0.55
C -1.51 -2.61 0.39
C -1.28 -1.80 1.80
C -0.44 -2.62 2.95
F 1.03 -2.35 2.75
O -2.27 -1.68 -0.50
C -1.34 -0.81 -1.24
O -0.52 -1.25 -2.20
B -1.29 0.84 -0.95
N -1.44 1.45 0.44
O -1.13 1.80 -2.08
H -1.80 -7.54 1.69
H -3.56 -6.57 1.70
H -0.57 -5.47 0.61
H -3.36 -3.66 1.32
H -3.00 -4.08 -0.52
H -0.50 -2.97 -0.07
H -2.33 -1.55 2.25
H -0.65 -0.81 1.55
H -0.70 -2.12 4.00
H -0.66 -3.76 3.00
H -1.59 2.49 0.35
H -0.55 1.36 0.98
H -0.14 1.93 -2.27
C 3.88 3.17 -1.51
C 2.43 3.51 -1.67
O 1.53 2.70 -1.84
N 1.93 4.83 -1.73
C 2.62 5.90 -1.00
H 3.97 2.20 -1.01
H 4.34 3.12 -2.49
H 4.39 3.91 -0.89
H 1.87 5.04 -2.73
H 0.94 4.71 -1.47
H 2.00 6.80 -1.07
H 3.59 6.07 -1.47
H 2.73 5.60 0.04

---

# 5
48
Properties=species:S:1:pos:R:3 method="wB97M-V/def2-TZVPD" e_lumo_ev=-1.98 homo_energy_ev=-8.87 orbital_gap_ha=0.253 de_lowest_kj_mol=223.0
O -3.30 1.97 4.26
C -3.27 1.62 2.94
F -3.56 0.20 2.63
C -2.94 2.82 1.88
O -1.59 2.85 1.32
P -0.45 1.86 2.16
O 0.99 2.21 1.52
O -0.26 2.24 3.87
O -0.64 0.12 1.87
P -1.33 -0.08 0.25
S -0.15 0.61 -1.17
H -3.69 2.66 0.96
H -3.28 3.86 2.35
H -0.37 3.23 4.03
H -2.66 0.55 0.18
H -1.59 -1.52 0.12
Br 5.23 -0.79 -0.49
C 4.84 1.11 -0.70
C 3.37 1.34 -0.95
Br 2.89 0.91 -2.79
H 5.49 1.48 -1.50
H 5.15 1.57 0.25
H 3.12 2.40 -0.84
H 2.72 0.75 -0.30
Br 2.38 -5.39 3.47
C 1.99 -3.49 3.26
C 0.52 -3.25 3.01
Br 0.04 -3.69 1.17
H 2.63 -3.12 2.46
H 2.29 -3.03 4.20
H 0.27 -2.20 3.12
H -0.14 -3.85 3.65
Br 1.15 4.10 -5.66
C 0.39 4.87 -4.03
C 0.09 3.79 -3.01
Br -1.53 2.82 -3.47
H -0.49 5.44 -4.33
H 1.16 5.55 -3.66
H -0.11 4.24 -2.03
H 0.89 3.05 -2.91
Br -2.34 -2.79 -1.79
C -2.57 -4.72 -1.65
C -1.48 -5.46 -2.39
Br -1.80 -5.43 -4.32
H -3.58 -4.95 -2.01
H -2.52 -4.93 -0.58
H -1.48 -6.52 -2.12
H -0.48 -5.04 -2.22

---

# 6
40
Properties=species:S:1:pos:R:3 method="wB97M-V/def2-TZVPD" e_lumo_ev="-2.21 / 0.00" homo_energy_ev="-8.22 / -8.34" multiplicity=2 orbital_gap_ha="0.221 / 0.306" de_lowest_kj_mol=86.5
Fe 0.61 1.11 -1.08
O -1.43 0.75 -1.74
C -1.96 0.57 -0.42
C -2.29 1.87 0.36
N -1.16 2.69 0.80
C -0.84 3.90 0.07
C -0.71 3.50 -1.40
O -1.74 3.50 -2.08
O 0.42 2.99 -1.75
C -0.46 2.38 2.02
C 0.81 1.49 1.87
O 1.18 0.88 2.86
O 1.33 1.46 0.69
H -1.71 1.61 -2.12
H -0.94 -1.08 0.00
H -2.88 -0.03 -0.48
H -2.85 1.54 1.24
H -2.93 2.49 -0.27
H 0.10 4.30 0.44
H -1.63 4.65 0.14
H -1.10 1.84 2.71
H -0.11 3.30 2.50
C 1.11 -4.27 -1.01
P 0.29 -3.01 0.05
C -0.11 -4.06 1.51
C 1.78 -2.16 0.72
O -0.97 -0.13 0.28
H 1.89 -4.80 -0.45
H 1.56 -3.78 -1.87
H 0.38 -4.99 -1.38
H 0.75 -4.65 1.82
H -0.95 -4.72 1.29
H -0.41 -3.40 2.34
H 2.51 -2.88 1.07
H 1.49 -1.50 1.54
H 2.23 -1.54 -0.06
C 2.06 0.13 -2.42
H 1.49 -0.68 -2.87
H 2.91 -0.20 -1.83
H 2.28 0.94 -3.10